Entry from the Open Molecules 2025 dataset: a cluster of 11 separate species, C54H76BClF10IN2O35 in total (ωB97M-V with the def2-TZVPD basis set).

```
! RIJCOSX wB97M-V def2-TZVPD def2/J DEFGRID3
* xyz 1 1
C 1.0678 -0.4280 1.4096
C -0.2074 0.0939 0.7361
C -0.0370 1.4856 0.0019
Cl -1.0891 2.6560 0.8395
C 1.3671 1.9283 -0.1268
N 2.1986 1.3509 -0.9183
C 1.8426 0.2407 -1.8279
C 1.0442 0.7108 -3.0756
C 0.1909 -0.4685 -3.5888
O -1.0494 -0.6749 -2.9044
C -2.0069 0.2367 -3.1714
C -3.0492 0.3834 -2.0821
O -2.0464 0.8813 -4.1430
C 3.5864 1.8661 -0.8686
C 3.9385 2.2919 -2.3201
N 2.9427 3.1795 -2.9485
C 3.5096 4.4694 -3.3809
C 4.4638 0.6827 -0.3457
C 5.7596 0.3869 -1.1323
C 6.8870 1.3973 -0.9157
C 6.2750 -0.9677 -0.5564
C 3.5631 3.1562 0.0091
C 4.6929 3.4202 1.0087
C 5.5111 4.7342 0.8002
C 6.0900 4.9185 -0.6057
I 4.5231 6.4924 1.5572
C 2.0720 3.0791 0.5745
C 1.8794 2.9336 2.1050
C 1.6594 4.2294 2.8982
C 0.1806 4.5870 3.0360
O 2.1267 3.9324 4.2275
B 1.3724 4.3348 -0.1593
O 1.4941 5.6373 0.2497
O 0.5546 4.0565 -1.2528
H 0.7505 -1.1562 2.1537
H 1.7526 -0.9584 0.7490
H 1.6408 0.3229 1.9512
H -0.5993 -0.6768 0.0713
H -0.9486 0.2172 1.5396
H -0.4747 1.3398 -0.9754
H 1.4004 -0.6062 -1.3161
H 2.8054 -0.1114 -2.1937
H 0.4598 1.5922 -2.8242
H 1.7536 0.8838 -3.8802
H 0.7614 -1.3840 -3.4432
H 0.0689 -0.3435 -4.6612
H -4.0067 -0.0325 -2.3791
H -2.7136 -0.1029 -1.1662
H -3.1114 1.4427 -1.8492
H 3.9914 1.3873 -2.9318
H 4.9215 2.7492 -2.4063
H 2.6589 2.7407 -3.8118
H 3.6558 5.1591 -2.5505
H 4.4421 4.3588 -3.9450
H 2.7892 4.9275 -4.0617
H 4.6965 0.8174 0.7093
H 3.8983 -0.2517 -0.3837
H 5.5700 0.1755 -2.1813
H 7.0912 1.5602 0.1416
H 7.7979 0.9432 -1.3100
H 6.7722 2.3388 -1.4467
H 5.5979 -1.7449 -0.9139
H 6.2874 -0.9483 0.5305
H 7.2467 -1.1839 -0.9945
H 3.5517 4.0064 -0.6781
H 5.4619 2.6515 1.0150
H 4.3501 3.4752 2.0408
H 6.3670 4.6028 1.4539
H 6.3311 5.9727 -0.7274
H 7.0395 4.3902 -0.6754
H 5.4365 4.6122 -1.4144
H 1.0367 2.2835 2.3318
H 2.7397 2.4451 2.5668
H 2.2165 5.0862 2.5272
H -0.3635 3.7603 3.4970
H 0.0444 5.4430 3.7000
H -0.2933 4.8206 2.0841
H 1.5223 4.3911 4.8177
H 1.8947 6.1766 -0.4468
H 0.8351 4.5642 -2.0249
C 3.0922 -5.1364 2.4410
C 1.6360 -4.7807 2.3054
O 1.6901 -3.5795 1.5405
C 2.8131 -3.6583 0.7766
O 3.0290 -2.9583 -0.1634
O 3.6424 -4.6264 1.2160
F 1.0759 -4.5145 3.5038
H 3.5655 -4.6344 3.2858
H 3.2556 -6.2064 2.5314
H 1.0320 -5.5221 1.7802
C -2.3628 -3.9936 -2.8330
C -2.4485 -4.1068 -4.3352
O -3.1283 -5.3320 -4.5148
C -3.9181 -5.5114 -3.4179
O -4.8004 -6.2967 -3.3521
O -3.5554 -4.6627 -2.4122
F -1.2191 -4.1985 -4.8995
H -1.4968 -4.5149 -2.4201
H -2.3462 -2.9587 -2.4976
H -3.0090 -3.3040 -4.8186
C 6.6392 -9.1997 2.3097
C 5.8211 -7.9530 2.0997
O 6.1219 -7.1787 3.2407
C 7.3925 -7.5327 3.6246
O 8.0615 -6.9108 4.3692
O 7.7717 -8.6907 3.0205
F 4.4880 -8.2316 2.0987
H 6.1200 -9.9347 2.9265
H 6.9397 -9.6707 1.3769
H 6.0778 -7.3918 1.1991
C -4.0336 -0.7393 2.8556
C -4.8073 0.2726 3.6621
O -3.9729 0.4605 4.7959
C -2.6995 0.2249 4.3852
O -1.7294 0.5421 4.9901
O -2.6744 -0.4124 3.1877
F -5.9970 -0.2175 4.0660
H -4.2424 -1.7610 3.1578
H -4.2081 -0.6458 1.7855
H -4.9619 1.2312 3.1621
C -4.1128 0.1083 -6.6178
C -3.6768 -1.0453 -7.4822
O -4.4871 -0.9003 -8.6280
C -4.7623 0.4380 -8.7464
O -5.1872 0.9516 -9.7172
O -4.4681 1.0937 -7.5876
F -3.9532 -2.2413 -6.8913
H -4.9879 -0.1376 -6.0119
H -3.3199 0.4663 -5.9661
H -2.6249 -1.0213 -7.7735
C -2.3779 1.6904 7.8807
C -3.1566 2.9556 7.6388
O -2.8130 3.7530 8.7563
C -1.5573 3.3662 9.1408
O -0.8576 3.9856 9.8629
O -1.2218 2.1795 8.5702
F -4.4946 2.7307 7.6515
H -2.9172 0.9926 8.5243
H -2.1003 1.1844 6.9580
H -2.8881 3.4824 6.7204
C -4.0947 -8.2337 2.7274
C -4.5412 -6.9281 2.1247
O -3.3087 -6.2705 1.8668
C -2.3820 -7.2531 1.6458
O -1.3236 -7.0691 1.1473
O -2.8416 -8.4533 2.0637
F -5.2572 -6.1852 3.0069
H -3.9286 -8.1569 3.8030
H -4.7891 -9.0473 2.5341
H -5.0984 -7.0255 1.1976
C -3.9528 5.8285 -3.4433
C -2.8927 5.9166 -2.3766
O -3.6382 6.1835 -1.2050
C -4.8731 5.6134 -1.3988
O -5.6540 5.4085 -0.5399
O -5.0641 5.3069 -2.7094
F -2.0452 6.9542 -2.6028
H -4.2090 6.8071 -3.8520
H -3.6774 5.1659 -4.2607
H -2.3160 4.9988 -2.2374
C -5.7358 -9.6974 -2.1945
C -4.5528 -9.1362 -1.4515
O -4.1174 -10.2331 -0.6767
C -4.4639 -11.3636 -1.3741
O -4.0317 -12.4390 -1.1591
O -5.3642 -11.0695 -2.3492
F -4.9155 -8.1307 -0.6102
H -6.6571 -9.6320 -1.6129
H -5.8920 -9.2204 -3.1588
H -3.7391 -8.7945 -2.0921
C -2.7224 8.7610 0.4509
C -3.4878 10.0363 0.2095
O -3.1458 10.8209 1.3368
C -1.8974 10.4216 1.7280
O -1.1972 11.0261 2.4605
O -1.5677 9.2328 1.1507
F -4.8260 9.8208 0.2103
H -3.2714 8.0616 1.0836
H -2.4427 8.2585 -0.4691
H -3.2077 10.5674 -0.7025
*
```

Properties
Kohn-Sham gap   8.802 eV



Entry from the Open Molecules 2025 dataset: a cluster of 2 separate species, C2H7NO3 in total (ωB97M-V with the def2-TZVPD basis set).

```
! RIJCOSX wB97M-V def2-TZVPD def2/J DEFGRID3
* xyz 0 1
N -0.3501 -1.2252 -1.6215
C 0.7841 -1.2790 -0.7247
C 0.7229 -0.3361 0.4837
O 1.5546 0.4870 0.7484
O -0.4059 -0.5291 1.1775
H -0.4847 -0.3231 -2.0518
H -1.2056 -1.5412 -1.1639
H 0.8871 -2.2984 -0.3499
H 1.7166 -1.0224 -1.2099
H -0.4870 0.0769 1.9400
O -0.8868 2.4455 1.2496
H -1.5819 3.0681 1.0096
H -0.2634 2.4771 0.5128
*
```

Properties
Kohn-Sham gap   9.946 eV
ΔE to the lowest compared entry with this formula, charge and spin   0.5191 eV



Entry from the Open Molecules 2025 dataset: the molecule C2HClN2S (ωB97M-V with the def2-TZVPD basis set).

```
! RIJCOSX wB97M-V def2-TZVPD def2/J DEFGRID3
* xyz 0 3
C 1.1508 -0.0978 0.0004
C 1.0716 -1.4706 0.0280
N 0.1627 0.8136 -0.0454
N -0.9873 0.3201 0.0087
S -1.1869 -1.3794 -0.0171
Cl -2.4203 1.4079 -0.0023
H 2.2095 0.4061 0.0277
*
```

Properties
Kohn-Sham gap (alpha / beta)   6.457 / 6.514 eV
Expectation value of S²   2.04
ΔE to the lowest compared entry with this formula, charge and spin   3.8954 eV



Entry from the Open Molecules 2025 dataset: a structure of composition C23H31N9O2PdS (ωB97M-V with the def2-TZVPD basis set).

```
! RIJCOSX wB97M-V def2-TZVPD def2/J DEFGRID3
* xyz 2 1
Pd -0.0018 0.0177 -0.1919
N -2.0481 0.5308 -0.0373
C -2.3646 0.1839 1.3842
C -3.8614 0.0834 1.6639
C -4.7061 1.3580 1.5861
C -4.6971 2.2133 2.8519
N -3.4224 2.8598 3.2190
C -2.9610 3.9787 2.6832
N -3.5195 4.4758 1.5765
N -1.8927 4.5868 3.2083
C -1.7008 -1.1855 1.7048
O -2.1865 -1.8749 2.5694
O -0.6588 -1.4803 0.9844
H -2.3040 1.4858 -0.2576
H -2.5943 -0.0895 -0.6277
H -1.8791 0.9298 2.0163
H -3.9786 -0.3760 2.6467
H -4.2639 -0.6463 0.9549
H -5.7487 1.0543 1.4756
H -4.4622 1.9448 0.6923
H -4.9579 1.5755 3.6938
H -5.4673 2.9859 2.7943
H -2.9780 2.5365 4.0636
H -4.4073 4.1244 1.2600
H -3.2401 5.3795 1.2325
H -1.5294 4.3148 4.1062
H -1.5577 5.4576 2.8318
C 2.9155 -3.8924 -2.7011
C 3.9158 -3.2090 -2.0156
C 3.5875 -2.1623 -1.1767
C 2.2510 -1.7905 -1.0318
C 1.2510 -2.4695 -1.7134
C 1.5860 -3.5257 -2.5417
N 1.8674 -0.7270 -0.1583
N 2.7173 -0.3521 0.6451
C 2.3997 0.6263 1.6174
C 3.4246 0.9644 2.4808
C 3.1724 1.8765 3.4914
C 1.9030 2.4120 3.5959
C 0.9436 2.0121 2.6734
N 1.1796 1.1411 1.7053
H 3.1742 -4.7210 -3.3482
H 4.9516 -3.5008 -2.1285
H 4.3444 -1.6221 -0.6263
H 0.2168 -2.2113 -1.5435
H 0.8090 -4.0806 -3.0520
H 4.3931 0.4993 2.3496
H 3.9505 2.1630 4.1864
H 1.6648 3.1179 4.3813
H -0.0648 2.4175 2.7090
C -2.4263 0.4792 -5.5694
C -1.0980 0.2776 -4.9205
C -0.1012 -0.5159 -5.4074
C 1.1142 -0.5676 -4.7070
N 1.2763 0.0595 -3.5421
C 0.3129 0.8307 -3.0672
S 0.5492 1.8089 -1.6510
N -0.8527 0.9434 -3.7633
C 2.3013 -1.2818 -5.2521
H -2.4908 -0.0910 -6.4919
H -2.5848 1.5343 -5.8036
H -3.2313 0.1549 -4.9067
H -0.2365 -1.0578 -6.3330
H -1.5098 1.6388 -3.4370
H 2.0599 -1.8782 -6.1280
H 2.7503 -1.9034 -4.4757
H 3.0509 -0.5351 -5.5258
*
```

Properties
Kohn-Sham gap   7.734 eV
ΔE to the lowest compared entry with this formula, charge and spin   0.5289 eV



Entry from the Open Molecules 2025 dataset: a cluster of 5 separate species, C2H15NO4 in total (ωB97M-V with the def2-TZVPD basis set).

```
! RIJCOSX wB97M-V def2-TZVPD def2/J DEFGRID3
* xyz 0 1
C 2.2346 -0.3530 -2.1126
N 1.8892 0.9313 -1.5033
C 1.1456 1.8358 -2.3937
H 1.3418 -0.7116 -2.6196
H 3.0202 -0.2060 -2.8635
H 2.5718 -1.0626 -1.3639
H 2.6605 1.4881 -1.1752
H 1.0453 1.4320 -3.4016
H 1.6589 2.8066 -2.4378
H 0.1672 2.1588 -2.0138
O -0.1424 0.7760 0.8048
H -0.7534 0.0973 0.4997
H 0.4088 0.9574 0.0257
O -3.1914 -3.8175 1.6959
H -2.6481 -3.0573 1.4531
H -4.0644 -3.4834 1.4601
O -3.2008 -0.6527 1.5339
H -4.0239 -0.2379 1.2430
H -2.6099 0.1038 1.4136
O 0.7451 -0.0006 4.1318
H 0.3222 0.3316 3.3282
H 1.4231 0.6639 4.2953
*
```

Properties
Kohn-Sham gap   9.849 eV
ΔE to the lowest compared entry with this formula, charge and spin   1.3096 eV



Entry from the Open Molecules 2025 dataset: a cluster of 14 separate species, C42H114N2O22 in total (ωB97M-V with the def2-TZVPD basis set).

```
! RIJCOSX wB97M-V def2-TZVPD def2/J DEFGRID3
* xyz 0 1
C 1.0628 -4.3157 -1.8735
C 0.7213 -5.7936 -2.0442
O 0.8011 -6.5103 -0.8347
O 0.0583 -3.6843 -1.0752
H 1.0774 -3.8210 -2.8490
H 1.9984 -4.2126 -1.3291
H 1.4237 -6.2339 -2.7566
H -0.2794 -5.8561 -2.4865
H -0.0560 -6.3954 -0.3947
H -0.8019 -3.5478 -1.5103
C -6.3472 -3.0149 -0.0332
C -5.0365 -2.2907 -0.3557
O -5.1519 -0.8982 -0.1209
O -6.1641 -4.4166 0.0478
H -7.1251 -2.8203 -0.7777
H -6.6538 -2.6432 0.9437
H -4.7183 -2.5672 -1.3710
H -4.2343 -2.6536 0.2894
H -5.9558 -0.6022 -0.5662
H -5.7613 -4.7784 -0.7448
C -4.1399 2.7242 -1.2319
C -5.0196 3.1411 -0.0549
O -4.6233 4.3819 0.5068
O -4.2019 3.7018 -2.2757
H -4.4174 1.7665 -1.6744
H -3.1070 2.7043 -0.8922
H -4.9756 2.3255 0.6684
H -6.0682 3.2167 -0.3622
H -4.8251 5.0340 -0.1740
H -5.1167 3.8735 -2.5199
C -3.1957 -2.9279 -4.6674
C -2.0105 -3.2961 -3.7575
O -2.3592 -3.3408 -2.3767
O -2.7242 -2.2965 -5.8485
H -3.9024 -2.2795 -4.1387
H -3.7080 -3.8446 -4.9777
H -1.1837 -2.6196 -3.9669
H -1.6935 -4.2932 -4.0750
H -3.0244 -4.0323 -2.2969
H -3.4582 -2.1154 -6.4416
C -3.4407 3.1536 3.3516
C -2.1513 2.6771 2.7487
O -1.9891 1.2790 3.0386
O -3.6151 4.5663 3.1834
H -3.4812 2.9503 4.4260
H -4.3551 2.6724 2.9780
H -1.3130 3.2307 3.1683
H -2.1974 2.8740 1.6696
H -2.4054 0.8432 2.2803
H -3.8953 4.7034 2.2621
C -2.0982 -4.6322 1.6497
C -2.2867 -6.0980 1.2249
O -2.0078 -6.2018 -0.1715
O -0.7310 -4.3612 1.5467
H -2.4900 -4.5543 2.6711
H -2.7999 -4.0110 1.0820
H -3.3115 -6.4266 1.4385
H -1.6185 -6.7614 1.7714
H -2.8102 -6.0980 -0.6817
H -0.5106 -3.9270 0.7050
C 1.5377 4.2991 1.9744
O 2.2019 3.3392 2.7774
C 1.7154 2.0333 2.6270
C 2.0378 1.1756 3.8538
N 3.4012 1.2720 4.3192
C 4.4445 0.6646 3.5096
C 5.8337 0.9793 3.9981
O 6.0064 0.4579 5.2956
C 7.1961 0.9559 5.8752
H 1.7613 4.1143 0.9205
H 1.9017 5.2688 2.3025
H 0.4542 4.2886 2.1247
H 2.1583 1.5276 1.7556
H 0.6223 2.0376 2.5764
H 1.7878 0.1545 3.5491
H 1.3902 1.4526 4.6870
H 3.6444 2.2028 4.6219
H 4.3674 1.0032 2.4630
H 4.2744 -0.4156 3.4889
H 6.0273 2.0607 3.9520
H 6.5702 0.5236 3.3211
H 7.1053 2.0435 5.9379
H 8.0819 0.6942 5.2825
H 7.3877 0.5183 6.8523
C -0.6946 3.9383 -1.2633
O 0.5817 4.2895 -1.7183
C 1.4365 3.1592 -1.9152
C 2.7848 3.6997 -2.2934
N 3.3746 4.4101 -1.1654
C 4.5653 5.1484 -1.5430
C 4.9447 6.1184 -0.4215
O 3.8227 6.9524 -0.2086
C 3.8829 7.6899 0.9917
H -1.2378 3.1834 -1.8372
H -1.3185 4.8332 -1.2460
H -0.6597 3.6216 -0.2114
H 0.9802 2.4528 -2.6183
H 1.4507 2.5966 -0.9682
H 2.6853 4.3306 -3.1862
H 3.3759 2.8091 -2.5393
H 2.6961 5.1379 -0.9384
H 4.4137 5.7466 -2.4546
H 5.3923 4.4594 -1.7373
H 5.7706 6.7594 -0.7576
H 5.2907 5.6169 0.4876
H 4.8466 8.1934 1.1272
H 3.7607 7.0461 1.8694
H 3.0653 8.4041 0.9313
C -2.1974 0.8096 -7.2956
C -1.2733 1.4728 -6.2990
C -1.5148 0.9802 -4.8721
O 0.0647 1.3614 -6.7473
H -3.2325 0.9758 -6.9696
H -2.0630 -0.2720 -7.2678
H -2.1660 1.2351 -8.2968
H -1.5260 2.5443 -6.2653
H -0.6469 1.3278 -4.3046
H -1.5090 -0.1077 -4.7725
H -2.4611 1.4061 -4.5444
H 0.6661 1.3496 -5.9824
C 0.5550 -2.5409 5.1422
C 1.4189 -3.1512 4.0220
C 2.8663 -3.1951 4.4754
O 0.9479 -4.4459 3.7228
H 0.4480 -3.2073 5.9986
H -0.4665 -2.4922 4.7460
H 0.8867 -1.5473 5.4422
H 1.3724 -2.5487 3.1043
H 3.4939 -3.6850 3.7295
H 2.9129 -3.7147 5.4350
H 3.2538 -2.1903 4.6542
H 0.2876 -4.4018 3.0076
C 1.8030 -0.6755 -4.2535
C 2.9584 0.2909 -4.4121
C 4.0083 -0.1439 -5.4003
O 2.3495 1.5032 -4.9384
H 1.4698 -1.0703 -5.2137
H 0.9406 -0.1999 -3.7816
H 2.0521 -1.4737 -3.5487
H 3.4506 0.5118 -3.4561
H 4.6931 -0.8926 -4.9951
H 4.5962 0.7046 -5.7579
H 3.5421 -0.5636 -6.2958
H 3.0661 2.1461 -4.9967
C -3.4654 -1.7506 3.6403
C -4.5064 -0.9962 4.4633
C -5.9189 -1.1351 3.9184
O -4.5091 -1.4581 5.7967
H -3.6697 -2.8191 3.7105
H -2.4862 -1.5347 4.0753
H -3.4124 -1.3828 2.6127
H -4.2407 0.0688 4.4437
H -5.9374 -0.8328 2.8655
H -6.6057 -0.4518 4.4188
H -6.3133 -2.1512 3.9577
H -3.6621 -1.3459 6.2349
C 3.2923 -1.6369 0.6781
C 4.3261 -1.2164 -0.3752
C 4.8978 -2.4052 -1.0859
O 3.6455 -0.4341 -1.3896
H 2.8517 -0.7498 1.1376
H 3.8446 -2.1249 1.4877
H 2.5221 -2.2771 0.2521
H 5.0793 -0.6171 0.1467
H 4.1503 -2.8931 -1.7142
H 5.2169 -3.1574 -0.3579
H 5.7602 -2.1809 -1.7147
H 3.6434 0.4742 -1.0615
C -1.1162 -0.2590 -1.5888
C -1.2795 -0.6864 -0.1297
C -0.0960 -0.4046 0.7692
O -2.4092 0.0044 0.4282
H -2.0975 -0.0907 -2.0371
H -0.5568 -1.0128 -2.1466
H -0.5755 0.6833 -1.7005
H -1.5666 -1.7444 -0.0766
H 0.7726 -0.9892 0.4635
H -0.2878 -0.7746 1.7778
H 0.1974 0.6432 0.7794
H -3.2500 -0.3561 0.1153
*
```

Properties
Kohn-Sham gap   7.250 eV
ΔE to the lowest compared entry with this formula, charge and spin   0.0000 eV



no.,calculated total energy (eV),strongest force on any atom (eV Å⁻¹)
1,-180345.12878,3.435
2,-9820.44153,0.653
3,-28419.68483,4.948
4,-56163.28464,1.219
5,-11996.84261,1.273
6,-93422.62381,1.970